This record from the OMol25 dataset describes a structure of composition C4H11N3O. The level of theory is ωB97M-V with the def2-TZVPD basis set.

The geometry in XYZ format:
```
19
Properties=species:S:1:pos:R:3:forces:R:3
O 1.470 1.349 1.041 -0.2 -0.3 -1.7
N -0.353 -0.080 0.623 1.2 -0.1 1.8
N 1.875 -0.886 0.515 0.4 -0.4 -1.5
N 0.831 0.529 -1.444 -3.0 -1.4 2.0
C -0.994 -0.168 -1.459 3.1 0.3 -1.4
C 1.105 0.339 0.403 -2.7 -0.5 2.6
C -0.969 -1.056 -0.262 1.4 1.6 0.3
C -1.195 0.721 1.474 0.1 -0.1 -0.3
H -1.950 -1.368 0.104 0.1 0.2 -0.2
H -0.581 1.488 1.951 0.0 -0.2 0.0
H -1.974 1.241 0.902 -0.2 0.1 0.0
H -1.679 0.084 2.225 0.0 0.2 0.1
H -0.838 -0.592 -2.441 -0.7 0.0 -0.3
H 0.889 1.543 -1.426 0.4 -0.3 -0.8
H 2.147 -1.003 1.486 -0.1 0.2 -0.1
H -0.312 -1.916 -0.396 -0.1 0.0 0.0
H 1.492 -0.105 -1.882 -0.1 0.8 -0.7
H -1.687 0.664 -1.379 0.4 0.2 -0.2
H 2.721 -0.784 -0.035 0.2 0.0 0.3
```
Positions in Å, forces in eV/Å.

Summary:
* HOMO energy: -7.83 eV
* ΔE to the lowest compared entry with this formula, charge and spin: 4.3329 eV

***

This record from the OMol25 dataset describes a cluster of 8 separate species, C47H93N5O13 in total. The level of theory is ωB97M-V with the def2-TZVPD basis set.

The geometry in XYZ format:
```
158
Properties=species:S:1:pos:R:3:forces:R:3
O 0.533 -2.915 5.314 -2.3 -3.3 -1.3
O 1.124 -1.196 4.081 -0.6 2.0 -4.3
O 3.959 3.838 1.745 2.0 0.2 0.6
O 1.756 -1.325 6.111 0.4 1.1 0.2
O -0.091 -1.272 -2.840 -8.3 -3.9 -2.8
O 0.560 0.514 0.265 1.7 0.5 0.7
O -0.786 -0.496 1.677 0.1 -0.8 2.7
O -1.474 -0.004 -0.286 -3.0 -0.6 -2.3
O 1.250 -2.548 -0.119 5.0 -6.0 5.2
O 4.139 2.017 0.511 -0.5 1.5 1.7
O 3.208 -0.826 -2.212 3.4 3.6 -2.2
O 2.119 2.959 1.091 1.2 -0.2 0.4
O -0.480 6.351 1.495 -0.9 -4.8 2.9
N -1.300 -1.776 -3.319 6.2 4.0 2.0
N -5.184 0.302 1.582 2.1 -1.6 0.5
N 2.013 -3.445 0.683 -4.0 5.8 -4.2
N 4.113 0.140 -2.713 -2.6 -1.2 0.8
N -0.612 5.182 2.296 0.4 3.1 -1.4
C -3.614 -1.156 -4.247 1.1 -1.3 -0.2
C -2.538 -3.127 -1.530 0.6 1.8 0.7
C -2.030 -0.829 -4.375 -2.1 -1.9 0.7
C 0.037 3.973 4.408 1.3 0.3 -0.6
C -5.104 3.031 -1.056 -0.3 2.1 1.6
C -1.267 3.643 0.429 -1.6 1.1 -0.6
C -1.149 3.102 4.295 -1.4 -1.5 -1.5
C -0.549 0.016 0.508 0.6 1.5 -2.9
C 3.418 -3.386 2.640 -1.1 -0.2 1.8
C 1.081 -1.856 5.185 1.9 -1.2 5.4
C 1.684 -5.837 0.094 -0.2 0.2 -1.4
C -1.869 -3.150 -2.927 0.6 -0.9 0.5
C -1.845 0.618 -4.015 1.6 -0.1 0.1
C -4.021 -2.656 -4.241 0.9 -0.5 -0.7
C 1.866 -5.333 2.405 0.4 0.7 3.0
C 5.581 -0.961 -4.396 0.5 -0.9 0.1
C -0.153 -4.439 1.337 -0.5 2.0 -0.3
C -5.398 1.087 2.891 -1.0 -0.4 -0.6
C -4.766 1.126 0.445 -0.2 1.2 -0.4
C 3.476 -1.421 1.190 -1.2 0.1 -1.7
C -4.119 -0.937 3.383 0.6 -1.0 2.2
C -1.437 -1.266 -5.746 0.1 0.7 0.0
C 3.460 2.888 1.157 -2.2 -0.9 -2.2
C 1.336 -4.745 1.094 -0.5 -1.4 1.2
C 3.207 -4.856 2.954 1.0 0.1 -1.6
C 4.468 -3.740 0.372 -0.2 0.2 -0.6
C -6.336 -0.600 1.143 0.9 0.8 1.2
C -0.092 5.369 3.718 0.3 -1.6 0.6
C -1.038 6.225 4.611 0.5 0.1 -1.8
C 2.320 1.826 -2.338 0.9 -1.1 -2.0
C 1.350 5.916 3.663 -0.5 1.3 -0.9
C 5.543 -0.237 -3.029 -2.0 -0.6 0.5
C -5.778 2.220 0.084 0.6 -1.1 -2.3
C -3.056 4.668 2.168 0.3 -0.2 -0.5
C 5.806 -1.205 -1.883 1.4 -1.7 -0.2
C 3.325 1.277 -4.815 -0.7 -1.4 1.7
C 6.495 0.970 -3.020 0.6 -0.1 2.0
C -4.879 0.168 4.064 -2.2 0.3 -0.7
C -3.981 -0.566 1.992 1.2 0.3 -1.6
C 3.586 1.457 -3.224 -0.9 -1.2 0.6
C -2.866 -3.647 -3.932 -1.3 1.0 -0.5
C 4.609 2.553 -2.954 -0.2 -0.1 0.1
C -0.750 -4.165 -3.006 2.2 -0.1 1.1
C -1.619 4.045 1.868 0.1 2.4 0.4
C 3.385 -2.930 1.163 0.2 -1.8 1.4
C -1.411 2.793 2.735 1.4 1.1 1.3
C 5.939 2.232 -3.510 0.0 1.1 -3.6
H -0.222 3.405 0.229 -0.3 -0.6 0.5
H 4.182 3.457 -3.389 0.2 0.2 0.1
H -1.003 7.225 4.178 0.0 0.3 0.4
H -1.934 -2.579 -0.806 0.6 -0.1 0.0
H 5.678 -0.881 -0.851 0.0 0.8 -0.3
H 4.791 -1.696 -4.550 -0.3 0.1 0.5
H -2.637 1.200 -4.487 0.3 0.1 -0.1
H 6.581 3.113 -3.509 0.5 -0.2 0.9
H 6.816 -1.602 -1.987 0.4 0.3 0.1
H -4.605 2.551 -1.898 -0.4 -0.5 0.2
H -6.623 1.757 -0.426 -0.3 -0.2 0.3
H -6.207 2.813 0.892 0.6 0.2 0.0
H 1.867 5.630 2.747 0.0 -0.6 0.2
H 0.038 -0.207 2.077 0.4 -0.6 1.6
H -4.590 0.475 -0.411 -0.3 -0.2 0.0
H -3.263 5.709 1.918 1.0 0.3 -0.2
H 7.444 0.758 -3.513 -0.1 -0.4 -0.1
H -0.962 2.130 4.751 0.2 -0.1 0.1
H 1.065 -6.733 0.142 -0.5 0.4 0.5
H -3.296 -4.568 -3.536 0.1 0.0 0.2
H -4.381 3.697 -0.584 0.6 -0.3 0.0
H -3.885 4.218 1.621 0.1 -0.9 0.0
H -0.678 6.183 5.639 -0.3 0.2 -0.1
H 1.963 5.708 4.540 -0.3 -0.2 0.0
H -3.833 -1.416 1.325 -0.2 0.2 -0.3
H 5.900 2.117 -4.593 -0.6 0.0 -0.5
H 4.397 -4.828 0.402 -0.4 0.1 0.5
H 4.258 -0.987 1.813 0.3 -0.6 -0.3
H 1.520 1.092 -2.436 -0.2 0.2 -0.5
H -7.156 0.055 0.850 -0.1 -0.4 0.2
H -0.141 -4.163 -3.910 -0.8 0.0 -0.6
H -5.704 -0.394 4.500 -0.4 0.8 0.4
H -3.190 -0.957 3.953 0.5 -0.5 -0.8
H -0.198 -3.566 1.989 0.4 0.3 0.3
H -4.932 2.068 2.795 0.5 -0.3 0.0
H -4.009 -0.715 -3.332 0.2 0.4 -0.2
H 4.195 0.997 -5.409 0.3 1.3 0.1
H 2.683 -6.227 0.290 0.2 0.4 -0.5
H -6.514 -1.212 2.027 -0.6 -0.1 -0.3
H -2.749 -4.102 -1.090 0.1 -0.2 -0.6
H 3.986 -5.430 2.453 0.3 -0.2 0.2
H -3.244 4.607 3.240 -0.1 -0.3 0.0
H 0.059 -3.983 -2.298 -0.2 0.3 0.6
H 1.990 -6.404 2.567 -0.7 -0.4 -1.5
H 2.613 1.975 -5.255 0.5 0.4 0.0
H 6.497 -1.551 -4.366 0.2 0.0 -0.3
H -1.536 -2.327 -5.977 0.2 0.1 0.2
H 1.139 -5.107 3.185 -0.1 0.5 0.0
H 1.775 2.197 0.618 -0.7 -1.1 -0.3
H 1.305 6.997 3.525 0.0 0.2 0.3
H 2.851 0.301 -4.920 -0.7 -0.1 0.4
H 2.532 -1.016 1.554 -0.1 -0.1 0.2
H -1.083 -5.174 -2.763 -0.4 0.1 -0.3
H -6.459 1.292 2.752 -0.2 0.0 1.2
H -5.809 3.804 -1.365 -0.3 -0.4 -0.7
H 0.880 3.420 3.994 0.1 0.1 -0.7
H -3.074 0.036 1.938 -0.2 0.3 -0.6
H -2.041 2.924 0.161 0.7 -1.0 0.0
H -0.795 -5.088 1.934 0.7 -1.0 -0.5
H 3.266 -5.097 4.015 0.0 0.3 0.0
H -0.469 2.399 2.352 0.3 -0.2 0.2
H 5.455 -3.495 0.764 -0.1 0.2 0.2
H -4.897 -2.793 -3.607 0.2 -0.1 0.1
H -4.289 -2.986 -5.245 -0.5 0.4 0.0
H 2.112 2.796 -2.790 -0.8 0.2 0.9
H 1.524 -5.405 -0.894 0.5 -0.4 -0.4
H 2.588 -2.955 3.200 -0.3 0.7 -0.4
H -0.412 -0.909 -5.849 0.3 -0.5 0.5
H 6.740 1.262 -1.999 0.2 -0.9 0.6
H -4.337 0.683 4.858 -0.1 0.2 -0.4
H -1.876 -0.731 -6.588 -0.8 0.1 0.3
H -4.114 -0.768 -5.135 0.2 0.7 0.2
H 3.499 -1.109 0.146 0.4 0.6 0.0
H 5.591 -0.397 -5.329 0.2 0.6 0.4
H -0.835 0.860 -4.345 -0.2 0.7 -0.4
H -3.771 1.541 0.609 -0.1 0.1 0.5
H 4.473 -3.530 -0.697 -0.2 0.5 0.1
H -4.564 -1.923 3.513 -0.3 0.1 0.1
H 5.220 -2.123 -1.935 -0.3 0.3 -0.5
H -2.109 1.990 2.499 -0.5 0.3 0.2
H 4.808 2.711 -1.894 -0.8 0.0 0.3
H -6.001 -1.220 0.312 0.0 0.2 0.1
H -3.422 -2.491 -1.487 -0.4 -0.3 -0.5
H 0.430 4.061 5.421 -0.6 0.5 0.3
H -1.767 0.829 -2.949 -0.6 -0.3 0.2
H -1.503 4.376 -0.342 0.1 0.9 0.4
H -2.009 3.491 4.839 -0.3 0.2 -0.3
H -2.362 -3.943 -4.852 0.0 0.2 0.0
H 2.535 1.748 -1.272 0.4 0.6 -0.3
H -0.685 -4.030 0.478 0.1 -0.6 -0.4
H -2.072 5.906 4.479 0.1 -0.2 0.5
H 1.595 -0.471 4.498 0.7 1.3 -0.5
H 4.254 -2.930 3.170 0.5 -0.2 -0.5
```
Positions in Å, forces in eV/Å.

Summary:
* net charge: +1
* expectation value of S²: 1.77
* spin multiplicity: 2
* HOMO energy (alpha / beta): -8.31 / -8.30 eV

***

In order of appearance, M = 117.152, 936.283 g mol⁻¹.